Record 1
C2H3N3O | ωB97M-V/def2-TZVPD

Last column: natural (NBO) charge in e.
Atoms and positions in Å:
O: -0.318 1.825 -0.153  -0.667
C: -0.954 0.471 -0.268  0.408
N: 0.108 0.101 -1.083  -0.409
C: 0.796 -0.680 -0.331  0.137
N: 0.082 -0.974 0.797  -0.343
N: -1.045 -0.266 0.870  -0.222
H: -0.671 2.284 -0.910  0.479
H: 1.806 -1.017 -0.496  0.206
H: 0.309 -1.691 1.465  0.412

frontier orbital gap	8.54	eV
total charge	0
energy relative to the best compared isomer or geometry (same formula, charge and spin)	101.0	kcal/mol
HOMO	-8.944	eV
DFT total energy	-8636.11323	eV
E_LUMO	-0.4	eV
SMILES string	Oc1nc[nH]n1



Record 2
C2H3N3O | ωB97M-V/def2-TZVPD

Last column: natural (NBO) charge in e.
Atoms and positions in Å:
N: 0.373 0.667 1.140  -0.835
C: -0.467 0.717 0.046  0.637
C: -0.312 -0.366 -0.942  -0.363
N: 0.176 -1.525 -0.606  0.085
N: 0.594 -2.536 -0.307  0.026
O: -1.315 1.577 -0.098  -0.594
H: 0.297 1.481 1.735  0.403
H: 1.313 0.321 1.015  0.388
H: -0.760 -0.287 -1.921  0.253

frontier orbital gap	9.56	eV
total charge	0
energy relative to the best compared isomer or geometry (same formula, charge and spin)	29.9	kcal/mol
HOMO	-9.198	eV
DFT total energy	-8639.19635	eV
E_LUMO	0.4	eV



Record 3
C2H3N3O | ωB97M-V/def2-TZVPD

Last column: natural (NBO) charge in e.
Atoms and positions in Å:
O: 1.921 0.331 -0.251  -0.650
C: 0.659 -0.024 0.010  0.344
C: -0.388 0.765 0.323  -0.164
N: -1.507 -0.079 0.341  -0.423
N: -1.045 -1.362 0.095  -0.019
N: 0.224 -1.328 -0.052  -0.237
H: 2.418 -0.477 -0.434  0.495
H: -0.530 1.813 0.525  0.236
H: -1.742 0.385 -0.563  0.417

frontier orbital gap	10.17	eV
total charge	0
energy relative to the best compared isomer or geometry (same formula, charge and spin)	62.1	kcal/mol
HOMO	-9.512	eV
DFT total energy	-8637.80041	eV
E_LUMO	0.7	eV
SMILES string	Oc1c[nH]nn1



Record 4
C2H3N3O | ωB97M-V/def2-TZVPD

Last column: natural (NBO) charge in e.
Atoms and positions in Å:
N: -1.425 0.088 0.234  -0.812
C: -0.360 -0.530 -0.312  0.626
C: 1.030 -0.115 -0.265  -0.394
N: 1.579 0.846 0.415  0.080
N: 2.040 1.704 1.009  0.016
O: -0.461 -1.592 -0.929  -0.641
H: -2.304 -0.367 0.048  0.412
H: -1.412 1.007 0.639  0.398
H: 1.314 -1.041 -0.839  0.315

frontier orbital gap	9.25	eV
total charge	0
energy relative to the best compared isomer or geometry (same formula, charge and spin)	51.0	kcal/mol
HOMO	-9.015	eV
DFT total energy	-8638.28302	eV
E_LUMO	0.2	eV



Record 5
C2H3N3O | ωB97M-V/def2-TZVPD

Last column: natural (NBO) charge in e.
Atoms and positions in Å:
H: 2.505 0.823 -0.046  0.359
N: 2.035 -0.085 -0.041  -0.692
C: 0.771 0.021 0.121  0.593
N: -0.094 1.281 0.007  -0.474
C: -1.243 0.719 0.013  0.233
N: -1.371 -0.597 -0.057  -0.332
O: 0.072 -1.153 -0.036  -0.328
H: -2.242 1.101 -0.194  0.208
H: -2.005 -1.330 0.358  0.433

frontier orbital gap	9.93	eV
total charge	0
energy relative to the best compared isomer or geometry (same formula, charge and spin)	71.6	kcal/mol
HOMO	-9.341	eV
DFT total energy	-8637.39160	eV
E_LUMO	0.6	eV
SMILES string	[H]/N=c1\nc[nH]o1



Record 6
C2H3N3O2 | ωB97M-V/def2-TZVPD

Last column: natural (NBO) charge in e.
Atoms and positions in Å:
N: -1.816 0.107 0.080  -0.805
C: -0.482 -0.223 0.115  0.498
N: -0.010 -1.334 0.574  -0.210
O: 1.394 -1.172 0.538  -0.336
C: 1.724 0.045 0.036  0.854
O: 2.835 0.480 -0.093  -0.587
N: 0.507 0.641 -0.274  -0.641
H: -2.132 0.525 -0.786  0.390
H: -2.400 -0.672 0.359  0.405
H: 0.414 1.609 -0.534  0.432

frontier orbital gap	9.92	eV
total charge	0
energy relative to the best compared isomer or geometry (same formula, charge and spin)	22.9	kcal/mol
HOMO	-9.479	eV
DFT total energy	-10687.46189	eV
E_LUMO	0.4	eV
SMILES string	Nc1noc(=O)[nH]1



Record 7
C2H3N3O2 | ωB97M-V/def2-TZVPD

Last column: natural (NBO) charge in e.
Atoms and positions in Å:
N: 1.460 -0.825 -0.879  -0.816
C: 0.544 -0.061 -0.219  0.450
N: 0.803 -0.238 1.252  0.097
O: 0.019 0.339 1.943  -0.204
C: -2.765 1.213 1.199  0.523
O: -3.024 0.106 1.167  -0.526
N: -0.401 0.678 -0.619  -0.675
H: 1.604 -0.709 -1.869  0.399
H: 2.221 -1.206 -0.338  0.407
H: -0.462 0.704 -1.636  0.345

frontier orbital gap	8.80	eV
total charge	0
energy relative to the best compared isomer or geometry (same formula, charge and spin)	81.3	kcal/mol
HOMO	-9.581	eV
DFT total energy	-10684.93097	eV
E_LUMO	-0.8	eV



Record 8
C2H3N3O2 | ωB97M-V/def2-TZVPD

Last column: natural (NBO) charge in e.
Atoms and positions in Å:
N: -1.939 -0.022 0.165  -0.793
C: -0.608 -0.305 0.185  0.473
N: -0.056 -1.410 0.637  -0.233
O: 1.354 -1.125 0.493  -0.301
C: 1.392 0.075 -0.024  0.793
O: 2.462 0.783 -0.321  -0.617
N: 0.250 0.643 -0.253  -0.635
H: -2.208 0.623 -0.566  0.400
H: -2.551 -0.806 0.300  0.396
H: 1.902 1.543 -0.616  0.514

frontier orbital gap	10.31	eV
total charge	0
energy relative to the best compared isomer or geometry (same formula, charge and spin)	39.0	kcal/mol
HOMO	-9.537	eV
DFT total energy	-10686.76770	eV
E_LUMO	0.8	eV